{"formula": "C47H109AsCl6F12N5O23PZn", "method": "the ωB97M-V functional and the def2-TZVPD basis", "symbols": ["Zn", "As", "F", "F", "F", "F", "F", "F", "P", "F", "F", "F", "F", "F", "F", "C", "C", "C", "O", "C", "N", "H", "H", "H", "H", "H", "H", "H", "H", "H", "H", "H", "C", "C", "C", "O", "C", "N", "H", "H", "H", "H", "H", "H", "H", "H", "H", "H", "H", "C", "C", "C", "O", "C", "N", "H", "H", "H", "H", "H", "H", "H", "H", "H", "H", "H", "C", "C", "C", "O", "C", "N", "H", "H", "H", "H", "H", "H", "H", "H", "H", "H", "H", "C", "C", "C", "O", "C", "N", "H", "H", "H", "H", "H", "H", "H", "H", "H", "H", "H", "C", "C", "O", "C", "O", "O", "C", "H", "H", "H", "H", "H", "H", "H", "H", "C", "C", "O", "C", "O", "O", "C", "H", "H", "H", "H", "H", "H", "H", "H", "C", "C", "O", "C", "O", "O", "C", "H", "H", "H", "H", "H", "H", "H", "H", "C", "C", "O", "C", "O", "O", "C", "H", "H", "H", "H", "H", "H", "H", "H", "C", "C", "O", "C", "O", "O", "C", "H", "H", "H", "H", "H", "H", "H", "H", "C", "C", "O", "C", "O", "O", "C", "H", "H", "H", "H", "H", "H", "H", "H", "C", "Cl", "Cl", "H", "H", "C", "Cl", "Cl", "H", "H", "C", "Cl", "Cl", "H", "H"], "positions_angstrom": [[-3.51, -2.27, 1.39], [0.08, 0.56, -0.47], [0.68, 2.08, 0.23], [-0.04, -0.19, 1.12], [-0.68, -0.89, -1.22], [0.29, 1.28, -2.07], [1.74, -0.20, -0.70], [-1.69, 1.15, -0.31], [-1.13, -3.45, 5.48], [-2.70, -3.32, 5.87], [-1.19, -5.10, 5.75], [-1.46, -3.86, 3.92], [0.45, -3.50, 5.22], [-1.23, -1.90, 5.06], [-0.66, -3.19, 7.04], [6.69, -4.70, -3.49], [6.07, -3.39, -3.85], [4.66, -3.21, -3.17], [4.68, -3.20, -1.72], [3.51, -2.92, -0.94], [6.95, -2.37, -3.30], [7.63, -4.89, -4.00], [6.17, -5.57, -3.87], [6.87, -4.77, -2.41], [6.02, -3.17, -4.91], [4.19, -4.15, -3.43], [4.13, -2.40, -3.67], [2.86, -3.80, -0.98], [3.12, -2.01, -1.40], [3.86, -2.70, 0.07], [7.09, -2.70, -2.36], [6.54, -1.45, -3.21], [-4.14, -0.72, -2.58], [-4.46, -1.24, -1.15], [-5.39, -2.44, -1.03], [-5.24, -3.11, 0.21], [-6.28, -4.08, 0.35], [-3.21, -1.47, -0.43], [-3.71, -1.60, -3.05], [-3.53, 0.18, -2.48], [-5.11, -0.39, -2.96], [-4.94, -0.42, -0.61], [-5.23, -3.17, -1.82], [-6.40, -2.13, -1.30], [-6.08, -4.71, 1.22], [-6.27, -4.67, -0.56], [-7.29, -3.68, 0.43], [-2.66, -0.62, -0.45], [-2.74, -1.98, -1.15], [-1.98, 1.09, 3.39], [-2.96, 0.01, 3.04], [-4.07, 0.44, 1.98], [-4.99, -0.71, 1.83], [-6.38, -0.43, 1.86], [-2.20, -1.09, 2.39], [-2.37, 1.90, 4.00], [-1.41, 1.50, 2.56], [-1.14, 0.60, 3.88], [-3.34, -0.32, 4.01], [-3.62, 0.70, 1.02], [-4.53, 1.39, 2.26], [-6.89, -1.30, 1.45], [-6.47, 0.47, 1.25], [-6.70, -0.17, 2.87], [-1.43, -0.72, 1.85], [-1.59, -1.41, 3.13], [0.26, -4.57, 1.28], [-0.85, -3.84, 0.49], [-1.25, -4.49, -0.90], [-2.33, -3.81, -1.54], [-2.77, -4.46, -2.72], [-2.06, -3.77, 1.36], [1.16, -4.64, 0.67], [-0.06, -5.59, 1.49], [0.64, -4.14, 2.20], [-0.55, -2.82, 0.26], [-1.42, -5.56, -0.89], [-0.35, -4.49, -1.52], [-3.11, -5.47, -2.47], [-1.96, -4.56, -3.44], [-3.66, -4.08, -3.22], [-2.61, -4.62, 1.29], [-1.63, -4.06, 2.23], [3.30, -1.00, 2.49], [2.39, -2.21, 2.62], [2.92, -3.48, 3.33], [4.21, -3.85, 2.75], [4.16, -5.12, 2.07], [1.21, -1.61, 3.20], [2.78, -0.06, 2.29], [3.91, -1.19, 1.61], [4.00, -0.91, 3.32], [2.06, -2.47, 1.62], [2.21, -4.31, 3.41], [3.10, -3.16, 4.36], [3.53, -5.08, 1.18], [3.93, -5.95, 2.74], [5.14, -5.22, 1.60], [1.17, -0.63, 2.96], [1.19, -1.46, 4.20], [1.37, -2.20, -3.92], [0.10, -2.87, -4.53], [0.38, -4.25, -4.72], [-0.09, -4.92, -5.78], [-0.51, -4.36, -6.80], [0.26, -6.18, -5.63], [0.09, -7.00, -6.70], [2.30, -2.28, -4.47], [1.56, -2.62, -2.93], [1.19, -1.13, -3.81], [-0.25, -2.45, -5.48], [-0.74, -2.73, -3.85], [0.75, -6.63, -7.49], [-0.93, -7.15, -7.06], [0.53, -7.98, -6.55], [0.14, 0.40, 7.42], [1.11, -0.06, 6.34], [1.25, 0.62, 5.17], [1.67, 1.89, 5.06], [2.10, 2.64, 5.97], [1.73, 2.12, 3.71], [2.13, 3.41, 3.10], [-0.76, 0.70, 6.87], [0.42, 1.35, 7.88], [0.00, -0.40, 8.15], [0.70, -1.03, 6.05], [2.09, -0.25, 6.79], [1.53, 3.73, 2.25], [3.18, 3.36, 2.81], [2.05, 4.22, 3.83], [-7.10, 3.78, -0.69], [-6.39, 3.05, -1.90], [-7.44, 2.53, -2.70], [-7.86, 1.33, -2.53], [-7.44, 0.47, -1.75], [-8.84, 1.07, -3.39], [-9.68, -0.04, -3.41], [-7.96, 3.21, -0.34], [-7.43, 4.71, -1.14], [-6.35, 3.96, 0.08], [-5.70, 2.26, -1.61], [-5.79, 3.75, -2.49], [-10.45, 0.05, -4.18], [-10.15, -0.06, -2.43], [-9.22, -1.02, -3.56], [3.07, 7.47, 2.18], [1.63, 7.64, 1.67], [0.84, 6.58, 2.10], [-0.11, 6.76, 3.00], [-0.60, 7.90, 3.28], [-0.44, 5.60, 3.56], [-1.18, 5.55, 4.84], [3.46, 6.46, 2.05], [3.23, 7.82, 3.20], [3.64, 8.08, 1.48], [1.43, 7.65, 0.60], [1.19, 8.57, 2.02], [-0.55, 5.01, 5.54], [-2.14, 5.06, 4.66], [-1.33, 6.56, 5.22], [3.35, 4.23, -1.02], [2.48, 4.02, -2.17], [2.33, 5.26, -2.85], [1.69, 5.47, -4.04], [1.88, 6.49, -4.69], [0.71, 4.57, -4.19], [0.04, 4.50, -5.49], [3.74, 3.22, -0.84], [2.84, 4.36, -0.06], [4.14, 4.97, -1.17], [1.51, 3.58, -1.93], [3.06, 3.32, -2.77], [0.78, 4.48, -6.29], [-0.68, 5.31, -5.62], [-0.41, 3.50, -5.45], [5.54, 1.33, 0.12], [5.24, 1.81, 1.54], [6.51, 2.28, 2.08], [6.51, 3.45, 2.62], [5.60, 4.04, 3.12], [7.77, 3.91, 2.71], [8.18, 4.74, 3.77], [4.66, 0.85, -0.31], [6.40, 0.67, 0.09], [5.91, 2.22, -0.41], [4.98, 1.00, 2.22], [4.38, 2.48, 1.46], [8.08, 5.80, 3.52], [9.22, 4.56, 4.02], [7.59, 4.61, 4.67], [2.47, 1.18, -4.73], [3.96, 1.02, -3.80], [2.65, 2.43, -5.96], [2.27, 0.21, -5.18], [1.70, 1.38, -3.98], [-1.86, 5.01, -0.80], [-2.28, 4.53, -2.43], [-2.51, 3.90, 0.43], [-0.77, 5.01, -0.76], [-2.07, 6.06, -0.61], [-2.23, 1.20, -4.91], [-0.81, 1.19, -6.03], [-3.47, 0.13, -5.60], [-2.05, 0.99, -3.86], [-2.64, 2.21, -4.91]], "charge": 0, "e_homo_ev": -8.5, "total_energy_ha": -12176.70009, "homo_lumo_gap_ha": 0.2937}

***

{"formula": "C5H9N", "method": "the ωB97M-V functional and the def2-TZVPD basis", "symbols": ["C", "C", "C", "C", "N", "C", "H", "H", "H", "H", "H", "H", "H", "H", "H"], "positions_angstrom": [[2.41, -0.21, 0.09], [1.35, 0.70, -0.19], [-0.07, 0.15, -0.28], [-1.18, 0.78, 0.52], [-2.42, 0.68, 0.24], [-2.92, -0.52, -0.20], [2.50, -1.22, -0.48], [3.41, 0.12, 0.10], [2.41, -0.71, 1.14], [-0.50, -0.29, -1.20], [1.73, 1.42, -0.96], [0.42, -0.48, 0.46], [-0.68, 1.41, 1.32], [-3.98, -0.35, -0.58], [-2.48, -1.47, 0.03]], "e_above_lowest_kcal_mol": 111.3, "charge": 1, "e_homo_ev": [-13.0, -15.7], "total_energy_ha": -250.19123, "homo_lumo_gap_ha": [0.2309, 0.3339], "spin_multiplicity": 2}

***

{"formula": "C20H27B2F10IN2O4S", "method": "the ωB97M-V functional and the def2-TZVPD basis", "symbols": ["C", "C", "O", "B", "O", "C", "N", "C", "C", "C", "C", "C", "C", "I", "C", "F", "C", "B", "C", "O", "C", "N", "C", "C", "C", "C", "C", "C", "F", "F", "C", "F", "F", "S", "F", "F", "F", "F", "F", "H", "H", "H", "H", "H", "H", "H", "H", "H", "H", "H", "H", "H", "H", "H", "H", "H", "H", "H", "H", "H", "H", "H", "H", "H", "O", "H", "H"], "positions_angstrom": [[2.70, 2.50, -4.30], [1.47, 3.00, -3.46], [0.21, 2.39, -3.83], [0.29, 0.99, -3.87], [0.21, 0.30, -5.11], [0.54, 0.06, -2.55], [1.81, 0.08, -2.04], [1.84, -0.72, -0.90], [3.15, -0.79, -0.16], [3.33, -1.58, 1.04], [4.71, -1.55, 1.76], [5.37, -3.00, 1.95], [6.93, -2.80, 1.66], [7.31, -2.80, -0.48], [2.19, -2.38, 1.59], [2.27, -3.16, 2.72], [0.92, -2.33, 0.90], [-0.34, -3.15, 1.52], [-0.37, -4.74, 1.72], [-1.45, -2.37, 1.93], [0.73, -1.51, -0.34], [-0.53, -1.50, -0.92], [-0.63, -0.71, -2.02], [-2.07, -0.64, -2.66], [-3.03, 0.40, -1.93], [-2.34, 1.10, -0.67], [-3.36, 2.03, 0.13], [-2.54, 2.81, 1.23], [-2.56, 4.16, 0.79], [-1.19, 2.50, 1.23], [-3.18, 2.85, 2.66], [-2.46, 3.74, 3.44], [-4.44, 3.44, 2.54], [-3.38, 1.26, 3.59], [-4.80, 0.89, 2.88], [-2.50, 0.38, 2.55], [-1.98, 1.57, 4.41], [-4.16, 2.10, 4.78], [-3.56, -0.08, 4.51], [3.17, 1.55, -3.90], [3.51, 3.29, -4.19], [2.50, 2.44, -5.41], [1.62, 2.87, -2.35], [1.37, 4.11, -3.66], [-0.34, -0.49, -4.99], [4.02, -0.20, -0.55], [5.38, -0.88, 1.16], [4.56, -1.02, 2.75], [4.88, -3.66, 1.19], [5.18, -3.30, 3.01], [7.54, -3.54, 2.24], [7.16, -1.76, 2.01], [-0.46, -4.95, 2.83], [0.56, -5.26, 1.37], [-1.31, -5.19, 1.27], [-2.27, -2.86, 1.79], [-2.51, -1.66, -2.45], [-2.05, -0.54, -3.77], [-3.90, -0.17, -1.49], [-3.50, 1.15, -2.62], [-1.48, 1.69, -1.09], [-1.96, 0.34, 0.06], [-3.76, 2.76, -0.64], [-4.25, 1.48, 0.53], [-6.31, 3.39, -0.05], [-6.83, 4.20, 0.07], [-5.62, 3.46, 0.62]], "charge": 0, "e_homo_ev": -8.9, "total_energy_ha": -2933.00744, "homo_lumo_gap_ha": 0.3027, "smiles": "CCOB(O)c1nc2cc(CCCI)c(F)c(B(C)O)c2nc1CCCCC(F)(F)C(F)(F)S(F)(F)(F)(F)F.O"}

***

{"formula": "C4H11N4", "method": "the ωB97M-V functional and the def2-TZVPD basis", "symbols": ["C", "C", "C", "C", "N", "N", "N", "N", "H", "H", "H", "H", "H", "H", "H", "H", "H", "H", "H"], "positions_angstrom": [[-1.88, 0.09, 0.34], [1.76, -0.12, 0.00], [0.73, 0.74, 0.24], [0.38, 1.80, -0.77], [-2.39, 1.02, 0.89], [-1.95, -1.08, -0.18], [2.30, -0.94, 0.93], [-0.85, -1.87, -0.52], [2.15, -0.23, -1.00], [0.43, 0.91, 1.27], [0.23, 1.37, -1.76], [1.20, 2.51, -0.84], [-0.51, 2.36, -0.50], [-2.23, 1.98, 1.10], [-2.90, -1.44, -0.34], [3.11, -1.49, 0.70], [2.09, -0.80, 1.90], [-0.85, -2.11, -1.50], [-0.82, -2.72, 0.04]], "e_above_lowest_kcal_mol": 96.5, "charge": 1, "e_homo_ev": -11.4, "total_energy_ha": -377.67298, "homo_lumo_gap_ha": 0.2408}

***

Question: Look up the charge of the second one.
Answer: +1